# 1
The following is a DFT calculation (ωB97M-V with the def2-TZVPD basis set) of C19H17I2N3O2Sn as an isolated structure at a distorted geometry.

```
44
Properties=species:S:1:pos:R:3:forces:R:3
Sn 1.9035 -1.7324 -1.8470 -3.20 0.58 0.53
C 3.2242 2.1785 2.1254 0.17 0.34 -0.78
O 1.9420 1.7634 1.7058 -0.55 -0.01 -0.17
C 1.1897 0.9782 2.5028 -1.20 -0.54 0.30
C 1.6202 0.5440 3.7610 -0.05 -0.52 -0.70
C 0.7887 -0.3447 4.4402 0.34 -0.16 -0.71
C -0.3918 -0.8677 3.9868 -0.91 1.34 -1.37
C -0.9255 -0.3684 2.7809 1.37 0.31 0.34
C -0.1427 0.5351 2.0204 0.21 0.19 2.98
N -0.6070 1.0626 0.8667 0.59 -0.21 -3.68
N -1.6150 0.5260 0.2875 1.25 -1.17 2.10
C -1.5195 0.3919 -1.0759 0.66 1.24 1.17
C -0.2738 0.2698 -1.7289 -1.17 0.73 -0.70
O 0.8792 -0.0364 -1.1039 1.76 -1.34 -0.10
C -0.2754 0.5632 -3.1181 1.79 -0.18 -1.06
C -1.4353 0.6646 -3.8232 -0.74 -0.69 0.70
C -2.7015 0.5039 -3.1694 0.04 0.39 0.52
C -3.9049 0.6700 -3.8548 0.05 -0.30 0.10
C -5.1307 0.7512 -3.2408 1.34 0.83 -2.03
C -5.1677 0.9120 -1.8911 0.65 -0.33 2.67
C -3.9924 0.7977 -1.1014 -0.60 0.34 -1.28
C -2.7519 0.4767 -1.7447 -1.03 0.73 -1.27
H 3.8633 1.3266 2.4017 -0.20 0.23 0.40
H 3.6444 2.5747 1.1962 0.12 0.16 0.26
H 3.2073 3.0036 2.8676 -0.06 -0.76 -0.10
H 2.6345 0.6974 4.1734 -0.83 0.37 -0.38
H 1.1428 -0.7624 5.3204 0.75 -0.49 1.77
H -0.9380 -1.5302 4.6131 -0.39 -0.54 0.25
H -1.9106 -0.6029 2.3838 0.26 -0.20 0.15
H 0.7312 0.7455 -3.6589 -1.64 -0.49 1.01
H -1.4444 0.8117 -4.8832 0.13 0.20 -0.42
H -3.8369 0.8532 -4.8909 -0.04 -0.11 -1.21
H -5.9213 1.0582 -3.9045 -0.65 -0.44 0.26
H -6.1524 1.1502 -1.4880 0.48 0.05 0.49
H -3.9646 1.1682 -0.0778 -0.21 -0.65 -0.11
I 0.4322 -3.7970 -1.0033 0.29 0.57 -0.47
I -4.3250 -4.9272 -2.8890 0.26 0.10 0.08
C 5.2551 -1.6854 1.3860 2.07 0.41 2.73
C 4.2032 -1.9134 0.4738 -2.05 1.10 -3.55
N 3.4345 -1.9245 -0.4073 2.44 0.05 2.71
H 4.8689 -1.2389 2.3726 0.34 -0.89 -1.42
H 6.1309 -1.0165 1.0852 -1.66 -0.59 -0.40
H 5.7715 -2.6472 1.5821 -0.52 0.32 0.22
H 2.4611 -1.5826 -3.4311 0.36 0.03 0.17
```
Positions in Å, forces in eV/Å.

For the HOMO energy (spin up / spin down), the calculation gives -5.064 / -5.065 eV. The value obtained for the gap between HOMO and LUMO (spin up / spin down) is 2.8 / 2.8 eV.

# 2
The following is a DFT calculation (ωB97M-V with the def2-TZVPD basis set) of a 2-piece molecular cluster, C5H11O2 overall at a distorted geometry.

```
18
Properties=species:S:1:pos:R:3:forces:R:3
C -0.7550 2.4650 -0.2084 0.39 -0.42 0.56
C -0.5582 1.5769 1.0227 -1.14 0.33 0.85
C -0.3124 1.7347 -1.4983 -0.03 -0.28 -0.24
O -0.5087 0.4932 -1.5112 -0.05 0.05 0.11
O 0.2036 2.4311 -2.3949 0.02 0.28 -0.07
H -1.8145 2.7376 -0.2528 0.03 -0.03 -0.22
H -0.1924 3.3912 -0.0772 0.04 0.03 -0.22
H -0.8330 2.1360 1.9377 0.48 0.06 -0.13
H 0.4154 1.1176 1.1478 0.32 0.19 -0.19
H -1.2791 0.7645 1.0493 -0.01 -0.30 -0.43
C 1.3626 -2.1212 0.3876 0.24 -0.66 0.08
C 0.0317 -2.6076 -0.1876 0.14 0.53 0.16
H 1.3181 -1.7855 1.4268 -0.29 -0.03 -0.04
H 2.0902 -2.9416 0.3754 0.13 0.17 -0.12
H 1.7467 -1.2983 -0.1986 0.07 0.23 -0.15
H 0.0454 -2.5442 -1.2752 0.01 -0.10 0.02
H -0.2152 -3.6227 0.1186 -0.01 -0.08 0.08
H -0.7454 -1.9267 0.1381 -0.32 0.04 -0.07
```
Positions in Å, forces in eV/Å.

For the HOMO energy, the calculation gives -3.859 eV. The relative energy (zero: lowest compared OMol25 entry of this formula, charge and spin) is 4.56 kcal/mol. The net charge is -1. The value obtained for the gap between HOMO and LUMO is 7.8 eV.

# 3
The following is a DFT calculation (ωB97M-V with the def2-TZVPD basis set) of a 2-piece molecular cluster, C6H9N2O2 overall at a distorted geometry.

```
19
Properties=species:S:1:pos:R:3:forces:R:3
C 0.8554 -2.8038 2.0080 0.51 -0.77 -1.14
C -0.8561 0.3508 1.5854 0.70 -3.58 2.59
C 1.0450 -0.4753 0.7179 -4.05 -0.57 2.98
C 0.4049 -1.4748 1.5376 -1.34 2.87 0.91
N 0.1964 0.6523 0.8579 0.71 0.22 -1.99
N -0.7706 -0.9696 2.1897 1.83 3.14 -3.69
H 0.2677 1.5735 0.1351 0.23 -1.51 0.25
H -1.6124 1.0822 1.8273 -0.06 -0.12 0.02
H 1.7024 -0.5277 -0.0888 1.25 -0.04 -0.76
H 0.3748 -3.6088 1.3975 0.89 0.38 0.05
H 0.5099 -3.0585 3.0000 0.04 0.50 0.45
H 1.9658 -2.7768 1.9762 -0.65 -0.77 -0.06
C -1.0328 1.2085 -2.6561 4.00 -0.46 0.01
C -0.0788 2.3828 -2.1043 -2.48 0.73 -0.61
O 0.5571 2.3826 -1.0248 0.42 -1.22 1.45
O -0.1266 3.3735 -2.8233 0.26 0.74 -1.23
H -1.8973 0.8853 -2.1470 -0.96 0.08 0.88
H -0.3210 0.3437 -2.6988 -0.73 0.14 0.15
H -1.1838 1.4600 -3.6894 -0.57 0.25 -0.27
```
Positions in Å, forces in eV/Å.

For the HOMO energy, the calculation gives -4.759 eV. The relative energy (zero: lowest compared OMol25 entry of this formula, charge and spin) is 37.05 kcal/mol. The net charge is -1. The value obtained for the gap between HOMO and LUMO is 8.5 eV.

# 4
The following is a DFT calculation (ωB97M-V with the def2-TZVPD basis set) of C22H20Cl2N3Zn as an isolated structure.

```
48
Properties=species:S:1:pos:R:3:forces:R:3
Zn -0.2765 -0.7037 -0.7578 -0.07 -0.05 -0.49
C -0.6185 3.4311 1.2175 -0.03 -0.01 0.03
C -1.5510 3.2102 2.2195 0.04 0.02 -0.04
C -1.9488 1.9145 2.4967 0.02 -0.06 -0.05
C -1.3983 0.8719 1.7557 0.06 0.14 -0.02
N -0.5125 1.0942 0.7842 -0.09 -0.02 0.18
C -0.1324 2.3350 0.5225 -0.03 0.04 -0.01
C -1.7357 -0.5583 1.9935 -0.02 -0.20 0.02
C -2.4228 -1.0151 3.1131 0.06 0.04 -0.06
C -2.6301 -2.3786 3.2503 0.01 -0.06 -0.03
C -2.1392 -3.2465 2.2881 -0.01 0.03 0.04
C -1.4620 -2.7124 1.2012 0.02 -0.03 -0.01
N -1.2886 -1.4039 1.0662 -0.13 0.08 0.09
H -0.2799 4.4274 0.9697 0.00 0.00 0.00
H -1.9675 4.0389 2.7780 0.00 0.00 0.00
H -2.6821 1.7215 3.2665 -0.01 -0.01 0.00
H 0.5842 2.4487 -0.2828 0.00 0.00 0.00
H -2.7710 -0.3319 3.8743 0.01 0.02 0.00
H -3.1587 -2.7600 4.1151 0.00 0.00 0.00
H -2.2659 -4.3163 2.3754 0.00 0.00 0.00
H -1.0182 -3.3117 0.4088 0.00 0.00 0.01
C -4.3793 0.1200 -4.0656 -0.01 0.01 -0.01
C -3.6383 1.2552 -3.3466 -0.01 0.00 -0.01
C -3.0448 2.2123 -4.3893 0.00 -0.01 0.00
C -4.6272 2.0237 -2.4599 0.00 0.00 0.00
C -2.5584 0.6914 -2.5209 -0.04 0.12 -0.02
C -1.6548 0.2220 -1.8584 0.13 -0.09 0.14
H -5.1715 0.5244 -4.7030 -0.01 0.00 0.00
H -4.8257 -0.5619 -3.3411 0.00 0.00 0.00
H -3.6877 -0.4536 -4.6827 0.00 0.00 -0.01
H -3.8372 2.6351 -5.0144 0.00 0.00 0.00
H -2.3365 1.6849 -5.0285 0.00 0.00 0.00
H -2.5130 3.0282 -3.8981 0.00 0.00 0.00
H -5.4286 2.4569 -3.0660 -0.01 0.00 0.00
H -4.1163 2.8279 -1.9284 0.00 0.01 0.00
H -5.0707 1.3570 -1.7191 0.00 0.00 0.01
Cl 1.1662 -5.1539 -1.4059 0.00 -0.01 0.00
C 2.2167 -4.0612 -0.5149 -0.01 -0.05 0.00
C 3.3305 -4.5921 0.0809 0.01 0.01 0.01
C 4.1980 -3.7914 0.8307 0.00 0.00 0.00
C 3.8736 -2.4429 0.9549 0.01 0.00 0.01
C 2.7481 -1.9292 0.3556 0.10 0.11 0.07
Cl 2.4298 -0.2069 0.5890 0.08 -0.01 0.03
C 1.7977 -2.6615 -0.4672 -0.04 -0.07 -0.06
N 0.7528 -2.2189 -1.0755 -0.09 0.04 0.16
H 3.5246 -5.6520 -0.0372 0.00 0.00 0.00
H 5.0806 -4.2034 1.3000 0.01 0.00 0.00
H 4.5053 -1.7768 1.5314 0.01 0.00 0.00
```
Positions in Å, forces in eV/Å.

For the HOMO energy, the calculation gives -2.330 eV. The relative energy (zero: lowest compared OMol25 entry of this formula, charge and spin) is 0.00 kcal/mol. The net charge is -1. The value obtained for the gap between HOMO and LUMO is 4.5 eV.